[1]
This record from the Open Molecules 2025 dataset describes a molecular structure, C2BrN5 at a distorted geometry. The level of theory is wB97M-V/def2-TZVPD.

Values from the calculation:
Frontier orbital gap   0.305 Eh
LUMO energy   -3.176 eV
ΔE to the lowest compared entry with this formula, charge and spin   263.9 kJ/mol
2S+1   1
HOMO level   -11.47 eV

Positions of all 8 atoms, in Å:
1 C -0.14 1.41 0.58
2 C -0.95 -0.44 -0.19
3 N 0.31 2.43 0.35
4 N -0.06 -0.48 0.97
5 N -0.19 -0.81 -1.27
6 N 0.98 -1.07 0.56
7 N 0.94 -1.27 -0.76
8 Br -2.77 -0.12 -0.13

[2]
This record from the Open Molecules 2025 dataset describes 7 unconnected molecules or ions with the total composition C33H68BNO13S7 at a distorted geometry. The level of theory is wB97M-V/def2-TZVPD.

Values from the calculation:
Structure (SMILES)   CC(=O)NCCCCBCCCS.O=S1(=O)CCCC1.O=S1(=O)CCCC1.O=S1(=O)CCCC1.O=S1(=O)CCCC1.O=S1(=O)CCCC1.O=S1(=O)CCCC1
Frontier orbital gap   0.319 Eh
LUMO energy   0.006 eV
2S+1   1
HOMO level   -8.67 eV

Positions of all 123 atoms, in Å:
1 C 3.54 0.91 -6.10
2 C 1.90 1.03 -6.38
3 O 1.31 0.36 -7.41
4 N 1.13 1.91 -5.41
5 C 0.43 3.07 -6.13
6 C -1.18 2.89 -5.75
7 C -2.11 3.87 -6.68
8 C -3.47 4.28 -5.84
9 B -4.26 2.92 -5.28
10 C -5.69 2.55 -6.02
11 C -6.49 1.27 -5.37
12 C -7.43 0.64 -6.60
13 S -6.47 -0.79 -7.43
14 H 4.12 1.13 -7.09
15 H 3.71 -0.16 -5.65
16 H 3.83 1.73 -5.28
17 H 0.42 1.36 -4.86
18 H 0.61 3.06 -7.30
19 H 0.75 4.11 -5.65
20 H -1.43 1.76 -6.01
21 H -1.26 3.07 -4.60
22 H -2.45 3.25 -7.64
23 H -1.47 4.80 -6.98
24 H -4.19 4.81 -6.63
25 H -3.24 4.94 -4.90
26 H -3.80 2.29 -4.37
27 H -5.53 2.31 -7.18
28 H -6.37 3.51 -5.93
29 H -5.78 0.47 -4.88
30 H -7.20 1.69 -4.50
31 H -8.46 0.24 -6.23
32 H -7.60 1.52 -7.35
33 H -5.60 -1.23 -6.37
34 C -2.17 0.32 0.38
35 C -2.30 -0.89 -0.55
36 C -3.03 -0.42 -1.81
37 S -2.64 1.32 -1.99
38 O -3.86 2.08 -1.82
39 O -1.77 1.50 -3.13
40 C -1.68 1.46 -0.50
41 H -1.48 0.12 1.20
42 H -3.15 0.57 0.80
43 H -1.30 -1.26 -0.81
44 H -2.84 -1.71 -0.07
45 H -2.68 -0.96 -2.70
46 H -4.11 -0.52 -1.71
47 H -1.83 2.45 -0.05
48 H -0.62 1.33 -0.77
49 C -5.95 -2.32 3.83
50 C -5.91 -3.81 3.47
51 C -5.06 -3.94 2.21
52 S -3.90 -2.59 2.24
53 O -4.20 -1.70 1.13
54 O -2.57 -3.10 2.49
55 C -4.52 -1.83 3.73
56 H -6.36 -2.16 4.84
57 H -6.59 -1.78 3.12
58 H -5.46 -4.37 4.29
59 H -6.92 -4.21 3.31
60 H -4.51 -4.89 2.19
61 H -5.67 -3.85 1.30
62 H -4.44 -0.75 3.66
63 H -3.91 -2.21 4.57
64 C 5.34 -2.52 -2.17
65 C 5.49 -1.12 -2.75
66 C 4.12 -0.46 -2.72
67 S 3.23 -1.22 -1.36
68 O 2.12 -1.97 -1.90
69 O 3.07 -0.25 -0.30
70 C 4.52 -2.36 -0.91
71 H 6.31 -2.98 -1.96
72 H 4.81 -3.16 -2.89
73 H 6.19 -0.54 -2.13
74 H 5.90 -1.14 -3.77
75 H 4.19 0.62 -2.55
76 H 3.56 -0.65 -3.64
77 H 4.07 -3.30 -0.56
78 H 5.10 -1.91 -0.11
79 C 7.73 -3.72 3.97
80 C 7.60 -4.92 3.04
81 C 6.87 -4.45 1.78
82 S 7.26 -2.72 1.60
83 O 6.04 -1.96 1.77
84 O 8.13 -2.54 0.46
85 C 8.22 -2.57 3.10
86 H 8.42 -3.91 4.80
87 H 6.75 -3.47 4.40
88 H 8.60 -5.29 2.78
89 H 7.06 -5.75 3.53
90 H 7.22 -4.99 0.90
91 H 5.79 -4.55 1.88
92 H 8.07 -1.59 3.54
93 H 9.28 -2.71 2.83
94 C 3.12 0.27 3.64
95 C 2.73 1.00 4.92
96 C 3.97 1.04 5.82
97 S 5.38 1.01 4.72
98 O 6.10 -0.23 4.93
99 O 6.04 2.30 4.75
100 C 4.45 0.87 3.21
101 H 2.36 0.39 2.86
102 H 3.24 -0.80 3.84
103 H 2.42 2.02 4.68
104 H 1.90 0.51 5.43
105 H 4.00 1.95 6.42
106 H 4.03 0.16 6.46
107 H 4.99 0.25 2.49
108 H 4.31 1.88 2.80
109 C -2.18 1.73 6.42
110 C -2.26 3.00 5.57
111 C -3.60 2.97 4.83
112 S -4.72 2.02 5.85
113 O -5.06 0.80 5.14
114 O -5.72 2.90 6.41
115 C -3.53 1.61 7.12
116 H -1.36 1.78 7.14
117 H -2.02 0.86 5.78
118 H -2.22 3.88 6.22
119 H -1.42 3.07 4.87
120 H -4.00 3.97 4.69
121 H -3.51 2.46 3.86
122 H -3.73 0.61 7.51
123 H -3.63 2.36 7.91

[3]
This record from the Open Molecules 2025 dataset describes a molecular structure, C16H17AsBrIO7S2Sm at a distorted geometry. The level of theory is wB97M-V/def2-TZVPD.

Values from the calculation:
Charge   +1
Frontier orbital gap (spin up / spin down)   0.338 / 0.339 Eh
LUMO energy (spin up / spin down)   -3.115 / -3.104 eV
ΔE to the lowest compared entry with this formula, charge and spin   121.8 kJ/mol
Expectation value of S²   8.7580
2S+1   6
HOMO level (spin up / spin down)   -12.32 / -12.32 eV

Positions of all 46 atoms, in Å:
1 Sm -0.21 0.52 0.94
2 O -0.79 2.85 1.60
3 As 0.91 2.63 2.33
4 O 1.53 4.11 2.38
5 O 1.54 1.57 1.21
6 C 0.65 1.95 4.16
7 C 1.17 2.82 5.11
8 C 1.05 2.51 6.46
9 C 0.40 1.35 6.86
10 C -0.10 0.47 5.92
11 C 0.02 0.78 4.57
12 S -0.63 -0.35 3.39
13 O -1.25 -1.47 4.01
14 O 0.51 -0.71 2.49
15 O -1.53 0.46 2.52
16 H -0.92 3.81 1.59
17 H 1.65 3.73 4.77
18 H 1.46 3.19 7.20
19 H 0.30 1.13 7.92
20 H -0.61 -0.44 6.20
21 Br -1.67 1.61 -1.22
22 C -3.51 1.15 -0.85
23 C -4.48 2.11 -1.12
24 C -5.81 1.81 -0.89
25 C -6.17 0.56 -0.42
26 C -5.20 -0.40 -0.14
27 C -3.87 -0.09 -0.35
28 I -2.38 -1.53 0.14
29 H -4.18 3.07 -1.51
30 H -6.56 2.56 -1.09
31 H -7.21 0.31 -0.26
32 H -5.48 -1.37 0.24
33 O 0.70 -0.59 -0.58
34 S 1.91 -1.19 0.15
35 C 3.08 -1.64 -1.18
36 C 3.52 -3.05 -0.83
37 C 2.21 -3.80 -0.57
38 C 1.44 -2.94 0.43
39 H 3.88 -0.90 -1.20
40 H 2.51 -1.60 -2.11
41 H 4.12 -3.03 0.08
42 H 4.11 -3.50 -1.62
43 H 2.38 -4.80 -0.18
44 H 1.65 -3.88 -1.50
45 H 1.68 -3.17 1.46
46 H 0.36 -2.99 0.30

[4]
This record from the Open Molecules 2025 dataset describes 12 unconnected molecules or ions with the total composition H23O12 at a distorted geometry. The level of theory is wB97M-V/def2-TZVPD.

Values from the calculation:
Charge   -1
Frontier orbital gap   0.330 Eh
LUMO energy   2.803 eV
ΔE to the lowest compared entry with this formula, charge and spin   330.2 kJ/mol
2S+1   1
HOMO level   -6.17 eV

Positions of all 35 atoms, in Å:
1 O 1.56 1.00 1.80
2 H 1.03 3.17 -0.76
3 H -0.77 -0.29 0.79
4 O 3.95 -2.47 -1.11
5 H 3.25 -1.81 -0.81
6 H 3.84 -3.29 -0.64
7 O -4.17 -2.25 -2.38
8 H -3.93 -2.25 -1.45
9 O -1.72 -0.15 0.69
10 H -1.52 -2.91 1.70
11 H -2.40 -0.65 1.10
12 O 1.61 3.48 -1.44
13 H 1.01 -1.49 -0.46
14 H -1.24 3.50 2.82
15 O 1.82 -0.99 -0.69
16 H 1.89 -0.31 -0.01
17 H -3.60 -1.65 -2.87
18 O -2.49 -2.99 1.74
19 H -2.81 -2.18 2.14
20 H 0.45 4.36 1.13
21 O 0.24 -2.01 -3.96
22 H 0.88 -2.29 -3.30
23 H 0.59 -1.13 -4.19
24 O 0.63 -1.33 1.59
25 H 0.51 -1.82 2.41
26 H 1.24 -0.04 1.67
27 O 0.24 3.81 1.89
28 H 2.00 1.07 2.64
29 H -0.80 0.36 -1.48
30 O -0.17 0.56 -2.18
31 H 0.61 2.94 1.64
32 H 2.25 4.16 -1.50
33 O -2.07 3.11 3.18
34 H 0.61 -0.01 -2.17
35 H -2.49 2.80 2.48

[5]
This record from the Open Molecules 2025 dataset describes a molecular structure, C21H18N8Pt at a distorted geometry. The level of theory is wB97M-V/def2-TZVPD.

Values from the calculation:
Charge   +4
Frontier orbital gap (spin up / spin down)   0.295 / 0.169 Eh
LUMO energy (spin up / spin down)   -12.688 / -16.105 eV
ΔE to the lowest compared entry with this formula, charge and spin   103.5 kJ/mol
Expectation value of S²   6.0535
2S+1   5
HOMO level (spin up / spin down)   -20.71 / -20.71 eV

Positions of all 48 atoms, in Å:
1 Pt 1.76 0.25 -1.01
2 C 0.37 3.43 -3.71
3 C 1.21 2.55 -3.02
4 N 0.73 1.87 -1.98
5 C -0.56 2.03 -1.61
6 C -1.37 2.86 -2.35
7 N -0.91 3.56 -3.40
8 C -0.93 1.38 -0.33
9 C -2.10 1.55 0.38
10 C -2.21 1.02 1.67
11 C -1.09 0.39 2.22
12 C 0.06 0.25 1.47
13 N 0.08 0.68 0.21
14 C 1.37 -0.23 1.94
15 C 1.65 -0.70 3.20
16 N 2.89 -0.96 3.62
17 C 3.89 -0.74 2.77
18 C 3.65 -0.31 1.45
19 N 2.40 -0.08 1.06
20 C -3.49 1.19 2.48
21 C -3.60 0.70 3.77
22 C -4.83 0.86 4.52
23 N -5.84 1.48 3.94
24 C -5.81 1.97 2.72
25 C -4.60 1.83 1.95
26 H 0.76 4.03 -4.53
27 H 2.24 2.41 -3.30
28 H -2.43 2.98 -2.12
29 H -2.88 2.16 -0.05
30 H -1.07 0.07 3.25
31 H 0.86 -0.88 3.92
32 H 4.90 -0.90 3.11
33 H 4.45 -0.16 0.74
34 H -2.78 0.22 4.29
35 H -4.95 0.48 5.53
36 H -6.69 2.46 2.34
37 H -4.60 2.28 0.96
38 C 1.83 -4.78 -2.80
39 N 2.63 -3.55 -3.11
40 C 3.60 -3.58 -4.25
41 C 2.52 -2.49 -2.38
42 N 2.43 -1.49 -1.77
43 H 1.29 -5.04 -3.71
44 H 1.15 -4.59 -1.98
45 H 2.53 -5.58 -2.56
46 H 3.04 -3.80 -5.15
47 H 4.30 -4.41 -4.05
48 H 4.13 -2.64 -4.32

[6]
This record from the Open Molecules 2025 dataset describes a single C2H4BrN molecule at a distorted geometry. The level of theory is wB97M-V/def2-TZVPD.

Values from the calculation:
Structure (SMILES)   C=NCBr
Frontier orbital gap   0.373 Eh
LUMO energy   0.581 eV
ΔE to the lowest compared entry with this formula, charge and spin   122.6 kJ/mol
2S+1   1
HOMO level   -9.58 eV

Positions of all 8 atoms, in Å:
1 C 0.72 -1.00 0.51
2 C -0.66 0.65 -0.47
3 N -0.11 -0.58 -0.35
4 Br 0.73 2.02 -0.28
5 H 0.79 -2.05 0.41
6 H 1.31 -0.46 1.28
7 H -1.38 0.78 -1.46
8 H -1.40 0.65 0.36